Computed, not measured: the molecule C5H8N2O in a non-equilibrium geometry, with ωB97M-V/def2-TZVPD.

The geometry in XYZ format:
```
16
Properties=species:S:1:pos:R:3:mulliken_charge:R:1
O -3.21 -0.16 -0.21 -0.411
N -1.87 -0.74 -0.04 -0.246
N -1.03 1.48 -0.03 -0.674
C 1.37 -1.76 -0.31 -0.961
C 0.63 -0.15 0.25 0.301
C -0.89 0.14 0.04 0.290
C 0.22 2.12 -0.13 -0.531
C 1.28 1.26 -0.06 -0.272
H -2.97 0.84 0.00 0.415
H 2.47 1.35 -0.13 0.276
H -2.06 -1.12 0.85 0.298
H 0.42 3.04 -0.63 0.359
H 1.50 -1.60 -1.37 0.319
H 2.37 -1.82 0.35 0.267
H 0.87 -0.23 1.45 0.198
H 0.91 -2.66 -0.04 0.371
```

Calculated values
Max |F| in eV/Å: 7.03
Highest occupied orbital energy in eV: -8.550
Total charge: 0
Molecular weight in g/mol: 112.1
HOMO-LUMO gap in eV: 8.93
LUMO level in eV: 0.3844